(1)
DFT (ωB97M-V/def2-TZVPD) results for a structure of composition C16H31CdF3P2 at a distorted geometry.

Element x y z (Å)
P 0.20060 -1.50266 -5.31660
P 0.28275 2.02968 -4.71955
C 0.50101 -0.13914 -6.48971
C 1.25405 1.06611 -5.92828
H -0.47278 0.15530 -6.92025
H 1.09509 -0.57681 -7.32319
H 2.20663 0.75360 -5.46641
H 1.51383 1.75109 -6.75080
C -0.17524 3.58358 -5.54145
H -0.44409 4.31930 -4.77199
H -1.03156 3.44545 -6.21223
H 0.67135 3.98839 -6.11687
C 1.46613 2.54806 -3.45655
H 1.94364 3.50637 -3.73001
H 2.28329 1.79742 -3.37248
H 0.94497 2.69870 -2.49904
C -0.80045 -2.50264 -6.48438
H -1.03416 -3.50120 -6.10651
H -0.21352 -2.60785 -7.41468
H -1.74492 -2.00118 -6.71980
C 1.72914 -2.46613 -5.28634
H 2.59821 -1.80914 -5.36513
H 1.74204 -3.16066 -6.13191
H 1.81458 -3.05397 -4.36484
Cd 2.88744 1.08772 -1.26743
C -1.51607 1.21025 -4.37326
C -2.15741 0.07537 -5.04764
C -3.36812 -0.45037 -4.29827
C -3.17241 -1.70894 -3.38180
C -1.91151 -2.36968 -3.67080
C -0.64174 -1.68950 -3.70203
C -0.45474 -0.42273 -2.74376
C -1.37996 0.81173 -2.88062
C 3.06641 -0.60082 -0.01276
H -2.13338 2.11647 -4.46407
H -2.29451 0.18537 -6.12781
H -4.19657 -0.62223 -5.01035
H -3.74502 0.35220 -3.64481
H -3.17449 -1.36356 -2.32166
H -4.01656 -2.42038 -3.51391
H -1.88266 -3.46141 -3.69648
H 0.03985 -2.45324 -3.25460
H 0.58084 -0.05364 -2.88417
H -0.51272 -0.80766 -1.70432
H -2.34853 0.55980 -2.41276
H -0.96949 1.62402 -2.24637
H 4.12003 -0.85590 0.19654
H 2.60560 -1.44961 -0.53448
H 2.54270 -0.42941 0.93964
F 0.31494 2.08938 0.04305
C 1.58612 2.61807 -0.22222
F 1.32977 3.87792 -0.74370
F 2.12551 2.88241 1.03085

Properties
Frontier orbital gap (spin up / spin down) (eV): 6.14 / 3.81
HOMO energy (spin up / spin down) (eV): -6.364 / -4.477
LUMO energy (spin up / spin down) (Eh): -0.0083 / -0.0244

---

(2)
DFT (ωB97M-V/def2-TZVPD) results for a structure of composition C16H31CdNOP2 at a distorted geometry.

Element x y z (Å)
P 0.41253 -1.61944 -1.14261
P 0.56869 1.84935 -0.54840
C 0.35619 -0.25333 -2.38078
C 1.26431 0.89867 -2.00022
H -0.69620 0.04159 -2.49028
H 0.65846 -0.70593 -3.32679
H 2.27897 0.56648 -1.74027
H 1.33933 1.58988 -2.84808
C -0.09739 3.24595 -1.57231
H -0.45730 4.03013 -0.89085
H -0.91222 2.94616 -2.24378
H 0.73465 3.63351 -2.18293
C 1.87582 2.80658 0.25777
H 2.03852 3.72646 -0.30531
H 2.86273 2.30607 0.27928
H 1.56249 3.05362 1.27883
C -0.57749 -2.74241 -2.17980
H -0.88253 -3.63169 -1.61824
H 0.02090 -3.00704 -3.05579
H -1.48046 -2.21459 -2.50952
C 2.06753 -2.30631 -1.10187
H 2.82890 -1.51315 -1.10615
H 2.16222 -2.90524 -2.01845
H 2.18650 -2.94624 -0.21533
Cd 3.39462 0.38046 1.35790
C -1.49168 1.36023 0.05130
C -2.26353 0.65414 -0.87595
C -3.50882 -0.02707 -0.40359
C -3.37733 -1.28330 0.51346
C -2.28895 -2.17340 0.19447
C -0.95406 -1.91745 0.45750
C -0.40954 -0.68653 1.30708
C -1.17748 0.64224 1.39837
C 2.73369 -1.15081 2.78120
H -1.76788 2.38583 0.29329
H -2.27557 1.05873 -1.90025
H -4.04603 -0.37351 -1.29201
H -4.15564 0.65947 0.15981
H -3.20951 -0.95241 1.54629
H -4.31789 -1.85485 0.47792
H -2.54391 -3.16088 -0.18384
H -0.36714 -2.83077 0.73044
H 0.60774 -0.40955 0.90910
H -0.18646 -1.07808 2.32395
H -2.09188 0.48165 1.96910
H -0.55073 1.27660 2.03997
H 3.71387 -1.63215 2.83914
H 1.96973 -1.94845 2.68699
H 2.50899 -0.58501 3.69948
O 1.47531 2.47246 5.20258
C 1.98246 2.09688 4.19817
N 2.48246 1.74643 3.17999

Properties
Frontier orbital gap (spin up / spin down) (eV): 4.98 / 3.22
HOMO energy (spin up / spin down) (eV): -6.482 / -5.635
LUMO energy (spin up / spin down) (Eh): -0.0551 / -0.0886

---

(3)
DFT (ωB97M-V/def2-TZVPD) results for a structure of composition C16H31Cl3O9 at a distorted geometry.

Element x y z (Å)
C 6.68439 -11.36171 8.09896
Cl 7.53382 -9.84928 7.95053
Cl 7.21092 -12.22456 9.54913
Cl 6.75803 -12.41389 6.69549
H 5.63655 -11.07270 8.18014
C 9.09092 -11.38150 16.38223
O 9.68929 -11.99813 15.24813
C 10.14817 -11.45045 14.16048
O 10.08476 -10.25980 13.88379
O 10.69823 -12.45659 13.44021
C 11.21083 -12.07072 12.10825
H 8.02299 -11.39591 16.16451
H 9.31792 -10.35818 16.68121
H 9.25940 -11.99424 17.26782
H 11.70344 -12.90627 11.61098
H 11.97011 -11.29290 12.18952
H 10.40889 -11.71789 11.45978
C 11.11047 -15.32823 6.52731
O 9.75410 -15.66605 6.89011
C 9.13410 -14.92614 7.84365
O 9.63672 -14.11281 8.59049
O 7.84114 -15.19067 7.83277
C 6.91318 -14.58828 8.65532
H 11.24824 -15.53877 5.46675
H 11.78527 -15.85607 7.20120
H 11.23945 -14.24784 6.59237
H 6.09993 -15.31160 8.71475
H 6.58632 -13.72351 8.07789
H 7.38102 -14.25356 9.58117
C 11.66495 -13.66938 4.23062
C 11.55038 -12.90743 5.54965
O 10.49574 -12.64532 6.10020
C 12.78833 -12.55275 6.30144
H 12.31126 -13.27520 3.44640
H 10.62789 -13.86515 3.95807
H 12.11077 -14.63721 4.46008
H 12.76820 -12.95893 7.31273
H 13.02642 -11.49293 6.39207
H 13.64204 -13.03151 5.82179
C 9.03305 -13.53415 11.60424
C 9.17094 -14.99864 11.78965
O 8.26691 -15.70173 12.17016
C 10.41904 -15.65920 11.38947
H 7.95788 -13.36799 11.53716
H 9.49621 -13.14485 10.69758
H 9.56217 -13.02599 12.41041
H 10.68145 -15.29079 10.39775
H 10.40416 -16.74385 11.28258
H 11.22191 -15.41979 12.08675
C 11.10379 -11.89371 8.06073
C 10.67757 -11.99873 9.55031
O 11.44925 -12.25130 10.48937
C 9.29563 -11.50121 9.88529
H 10.61331 -12.75815 7.61320
H 12.17422 -12.09934 8.06027
H 10.94766 -10.91160 7.61443
H 9.20128 -10.52459 9.41050
H 9.25139 -11.36227 10.96549
H 8.54351 -12.15950 9.45051

Properties
Frontier orbital gap (eV): 7.51
HOMO energy (eV): -7.275
LUMO energy (Eh): 0.0087

---

Record-wise energy relative to the best compared isomer or geometry (same formula, charge and spin) values, in kJ/mol: 340.53 664.31 1640.78